Record 1
{
  "formula": "C5H6HgLiO4",
  "method": "ωB97M-V/def2-TZVPD",
  "symbols": ["O", "C", "O", "O", "C", "Li", "H", "H", "C", "C", "H", "H", "Hg", "O", "C", "H", "H"],
  "coordinates": [[-1.93807, 2.45291, -0.76145], [-0.76947, 2.14877, -0.41752], [0.25398, 2.70610, -0.88212], [-0.66496, 1.23002, 0.56272], [0.57424, 0.54359, 0.73476], [-1.04812, 3.71561, -1.96807], [0.56618, 0.18294, 1.77192], [1.36627, 1.30166, 0.75672], [1.35576, -0.54809, -0.52107], [0.08803, -1.09169, -0.18267], [1.43240, 0.07329, -1.41948], [2.21664, -1.11283, -0.13783], [-2.46759, -1.77138, 0.74044], [-0.95700, -2.52798, 1.50452], [-0.11383, -2.34428, 0.46676], [0.80753, -2.93681, 0.59790], [-0.70196, -2.02183, -0.84552]],
  "mulliken_charge": [-0.85, 1.06, -0.85, -0.31, -0.48, 0.88, 0.38, 0.48, -0.45, -0.02, 0.27, 0.30, 0.61, -0.53, -0.25, 0.36, 0.40],
  "charge": 1,
  "e_tot_ev": -17838.3806,
  "lumo_energy_ev": [-6.089, -5.590]
}

---

Record 2
{
  "formula": "C3H7NO3",
  "method": "ωB97M-V/def2-TZVPD",
  "symbols": ["C", "N", "C", "C", "O", "O", "H", "H", "H", "H", "H", "H", "H", "O"],
  "coordinates": [[-1.10462, 1.39501, 1.68833], [-0.04085, 0.78886, 1.09092], [-0.14990, 0.33733, -0.29196], [-0.76119, -1.05488, -0.27063], [-0.13051, -1.98193, 0.17277], [-2.23837, 1.25804, 1.29846], [-0.81397, 2.04673, 2.52631], [0.82798, 0.87169, 1.58650], [-0.82703, 1.03259, -0.78977], [0.83865, 0.37484, -0.72500], [-1.83227, -1.25217, -0.41262], [3.66685, -1.24462, -2.25505], [3.15748, -0.97901, -3.66276], [3.40137, -0.52081, -2.84503]],
  "mulliken_charge": [0.03, -0.15, -0.49, 0.02, -0.46, -0.53, 0.34, 0.22, 0.27, 0.38, 0.37, 0.32, 0.32, -0.64],
  "e_tot_ev": -10856.4223,
  "smiles": "O=CCNC=O.O",
  "lumo_energy_ev": 0.677
}

---

Record 3
{
  "formula": "C3H9NO2",
  "method": "ωB97M-V/def2-TZVPD",
  "symbols": ["C", "C", "C", "O", "N", "H", "H", "H", "H", "H", "H", "H", "H", "H", "O"],
  "coordinates": [[-0.54852, 1.56625, -0.86468], [-0.27667, 0.29269, 0.04722], [0.57327, -0.74876, -0.60952], [0.16407, -1.76911, -1.07534], [-1.30058, 2.47374, -0.06350], [-1.04141, 1.26361, -1.76697], [0.44155, 2.00845, -0.96711], [-1.21294, -0.10669, 0.43196], [0.27603, 0.66739, 0.91546], [1.66462, -0.75480, -0.44317], [-2.28192, 2.57953, -0.30153], [-0.86362, 3.38122, 0.05955], [0.47397, -2.20580, 1.69984], [1.91187, -2.38433, 1.77250], [1.25298, -1.73101, 2.03087]],
  "mulliken_charge": [-0.47, -0.42, -0.11, -0.31, -0.19, 0.36, 0.35, 0.41, 0.37, 0.38, 0.31, 0.31, 0.33, 0.34, -0.65],
  "charge": 1,
  "multiplicity": 2,
  "e_tot_ev": -8831.9622,
  "s2": 0.761,
  "lumo_energy_ev": [-3.786, -9.194]
}

---

Record 4
{
  "formula": "C4H6N2",
  "method": "ωB97M-V/def2-TZVPD",
  "symbols": ["C", "C", "C", "C", "N", "N", "H", "H", "H", "H", "H", "H"],
  "coordinates": [[1.00109, 1.11878, 0.00523], [-0.37236, -1.25370, 0.04587], [-1.15028, -0.08805, 0.20509], [1.06919, -1.30211, -0.11099], [-0.38438, 1.14637, -0.10194], [1.69705, 0.02729, 0.18937], [1.46210, 2.04612, 0.11251], [-1.82229, -0.28967, -0.54234], [-1.69724, -0.19836, 1.10055], [1.58819, -2.16330, 0.56979], [1.39287, -1.59045, -1.15223], [-0.95915, 1.84982, -0.48312]],
  "mulliken_charge": [0.05, 0.16, -0.18, -0.30, 0.02, -0.11, 0.46, 0.39, 0.38, 0.44, 0.40, 0.30],
  "charge": 2,
  "e_tot_ev": -7198.5219,
  "lumo_energy_ev": [-14.239, -13.334]
}

---

Record 5
{
  "formula": "C32H96O32",
  "method": "ωB97M-V/def2-TZVPD",
  "symbols": ["C", "C", "O", "O", "H", "H", "H", "H", "H", "H", "C", "C", "O", "O", "H", "H", "H", "H", "H", "H", "C", "C", "O", "O", "H", "H", "H", "H", "H", "H", "C", "C", "O", "O", "H", "H", "H", "H", "H", "H", "C", "C", "O", "O", "H", "H", "H", "H", "H", "H", "C", "C", "O", "O", "H", "H", "H", "H", "H", "H", "C", "C", "O", "O", "H", "H", "H", "H", "H", "H", "C", "C", "O", "O", "H", "H", "H", "H", "H", "H", "C", "C", "O", "O", "H", "H", "H", "H", "H", "H", "C", "C", "O", "O", "H", "H", "H", "H", "H", "H", "C", "C", "O", "O", "H", "H", "H", "H", "H", "H", "C", "C", "O", "O", "H", "H", "H", "H", "H", "H", "C", "C", "O", "O", "H", "H", "H", "H", "H", "H", "C", "C", "O", "O", "H", "H", "H", "H", "H", "H", "C", "C", "O", "O", "H", "H", "H", "H", "H", "H", "C", "C", "O", "O", "H", "H", "H", "H", "H", "H"],
  "coordinates": [[6.13001, -0.59759, 0.03262], [5.18491, -1.76513, -0.07905], [5.14233, -2.48825, 1.10248], [7.45184, -1.05875, 0.04100], [5.88459, 0.04100, 0.89706], [6.01284, 0.06285, -0.87279], [5.62221, -2.39288, -0.85731], [4.19501, -1.38627, -0.40537], [4.60466, -1.99077, 1.73630], [7.59973, -1.42005, 0.91269], [2.14842, -3.83979, -4.58924], [1.79682, -3.52380, -3.13775], [0.67692, -4.31964, -2.73592], [2.28342, -5.28708, -4.79648], [3.13242, -3.42328, -4.85295], [1.37814, -3.39575, -5.21393], [1.56875, -2.45752, -3.04744], [2.57622, -3.66576, -2.44262], [0.62977, -5.08875, -3.37841], [3.22100, -5.54224, -4.81485], [-0.63860, 5.43392, 3.85429], [-1.13334, 6.64304, 3.04040], [0.06082, 7.13189, 2.38923], [-0.21205, 4.33377, 3.05748], [-1.42910, 5.08556, 4.48363], [0.19143, 5.80830, 4.46720], [-1.63783, 7.35015, 3.70872], [-1.90742, 6.37381, 2.29250], [-0.25711, 7.85933, 1.83740], [0.49511, 4.65634, 2.43773], [-0.74293, 3.61571, -0.45840], [-2.08985, 4.12442, -0.61939], [-2.96744, 3.04880, -0.89016], [-0.07231, 3.26240, -1.64283], [-0.73474, 2.78860, 0.22300], [-0.16293, 4.41424, -0.00404], [-2.08070, 4.88019, -1.42349], [-2.52671, 4.63137, 0.26055], [-2.90005, 2.84785, -1.82445], [-0.50759, 2.52155, -2.02240], [-2.16608, 2.95581, -4.51307], [-1.19757, 2.48210, -5.55845], [-1.36099, 1.08067, -5.94432], [-2.20435, 2.13761, -3.37458], [-3.12402, 3.16317, -5.04654], [-1.76797, 3.91918, -4.22772], [-0.18202, 2.50827, -5.20905], [-1.14178, 3.15563, -6.44308], [-2.30945, 0.84819, -6.03402], [-2.63038, 1.28625, -3.59110], [-2.91480, 1.82642, 2.54430], [-2.25711, 0.81506, 3.53249], [-0.96546, 1.33632, 3.97249], [-2.73401, 3.19221, 2.88846], [-3.99360, 1.60151, 2.66067], [-2.58828, 1.54856, 1.54658], [-2.07384, -0.19052, 3.19456], [-2.91025, 0.75421, 4.44815], [-0.93510, 2.23468, 3.63517], [-1.93230, 3.49884, 2.44965], [3.61739, 4.87348, 1.86341], [3.69665, 5.87571, 2.99854], [3.02809, 7.08144, 2.77542], [2.27984, 4.43918, 1.81979], [4.31041, 4.08802, 2.10561], [3.95168, 5.33752, 0.92904], [4.73810, 6.14679, 3.19949], [3.38679, 5.44780, 3.95571], [2.07268, 6.97704, 2.71357], [2.19606, 3.93383, 1.01897], [-5.96335, 2.33136, -1.46622], [-5.37187, 1.15804, -0.77166], [-5.49524, -0.03237, -1.61573], [-5.44555, 2.45148, -2.76766], [-5.75167, 3.20828, -0.91286], [-7.07561, 2.19123, -1.45485], [-5.91921, 1.02693, 0.16218], [-4.30662, 1.30995, -0.62482], [-6.34439, -0.48297, -1.51655], [-5.69267, 1.65666, -3.27353], [3.18523, -5.62199, 0.31306], [2.52084, -4.37031, 0.69815], [2.70189, -4.07264, 2.07161], [4.57700, -5.67667, 0.68065], [3.15174, -5.79742, -0.78878], [2.68368, -6.53291, 0.69798], [1.43938, -4.51729, 0.45887], [2.87699, -3.53511, 0.08355], [2.12615, -3.29584, 2.18978], [4.84165, -4.89037, 1.19097], [-1.85127, -1.88967, -3.81729], [-3.10708, -1.44338, -3.05405], [-3.64254, -0.31740, -3.66635], [-0.75637, -0.99515, -3.84562], [-2.16792, -2.25775, -4.79751], [-1.46151, -2.78725, -3.33910], [-2.78756, -1.15739, -2.04537], [-3.88037, -2.21516, -3.09072], [-4.39668, 0.00311, -3.11276], [-0.89534, -0.20033, -4.35418], [4.32502, 1.81246, -2.12939], [3.41427, 2.96916, -1.95576], [2.79718, 3.00297, -0.69241], [3.67934, 0.58101, -1.94227], [5.20587, 1.89194, -1.52624], [4.76480, 1.83435, -3.11680], [2.66844, 3.08068, -2.72970], [4.11115, 3.82806, -2.15969], [1.99062, 2.48884, -0.81904], [2.93209, 0.68380, -1.29978], [-1.34207, -5.53231, 0.59991], [-1.09726, -6.24483, -0.65942], [-2.13353, -7.21784, -0.76959], [-2.69336, -5.02966, 0.62957], [-0.66020, -4.70137, 0.69254], [-1.17828, -6.15549, 1.47545], [-0.10743, -6.71395, -0.64400], [-1.09440, -5.51054, -1.50961], [-2.06431, -7.59777, -1.64348], [-3.30182, -5.71074, 0.39665], [0.84642, -3.30737, 4.55303], [0.26935, -2.11560, 3.91282], [0.96206, -1.87618, 2.65252], [0.56603, -4.51262, 3.91404], [0.45988, -3.38376, 5.57470], [1.92859, -3.14917, 4.67632], [0.27246, -1.24013, 4.61098], [-0.80533, -2.30393, 3.72518], [0.32464, -1.52632, 1.99396], [1.24500, -4.55304, 3.21708], [3.53999, 0.70261, 2.41299], [2.32270, 1.48266, 2.99315], [1.22190, 1.35225, 2.07932], [3.61051, -0.70108, 2.70083], [4.43154, 1.12203, 2.86787], [3.50825, 0.91116, 1.31306], [2.53747, 2.53128, 3.10870], [2.08278, 1.16674, 4.01201], [0.45335, 1.03178, 2.55926], [2.76034, -1.10452, 2.78022], [-5.81453, -2.57731, 0.93106], [-4.50001, -1.96548, 1.47293], [-3.38104, -2.26432, 0.66438], [-5.61515, -3.95509, 0.73070], [-5.90113, -2.07413, -0.02080], [-6.62186, -2.41182, 1.64078], [-4.37159, -2.43731, 2.44652], [-4.61065, -0.88359, 1.59969], [-3.21229, -3.24118, 0.65784], [-4.92332, -4.10097, 0.09872], [0.86539, -0.75940, -0.95670], [-0.61135, -0.99668, -0.75390], [-0.87237, -0.93404, 0.68697], [1.29852, 0.52690, -0.58819], [1.07909, -0.79610, -2.01913], [1.42573, -1.53009, -0.41435], [-0.88131, -1.99799, -1.15906], [-1.16277, -0.26512, -1.31150], [-1.80463, -1.21810, 0.86454], [1.19456, 0.72180, 0.36828]],
  "mulliken_charge": [-0.16, 0.36, -0.54, -0.60, 0.22, -0.12, 0.48, -0.40, 0.46, 0.36, -0.73, 0.81, -0.24, -0.58, 0.46, 0.24, -0.34, -0.13, 0.30, 0.33, -0.64, -0.45, -0.47, 0.25, 0.52, 0.38, 0.40, 0.19, 0.25, 0.05, 0.55, -0.66, -0.12, -0.39, -0.18, 0.05, 0.36, 0.08, 0.08, 0.05, -0.39, -0.64, -0.54, 0.06, 0.37, 0.37, 0.22, 0.37, 0.35, -0.01, 0.02, 0.15, -0.56, -0.53, 0.35, -0.24, -0.05, 0.34, 0.17, 0.01, -0.14, -0.83, -0.58, -0.13, 0.22, 0.29, 0.39, 0.29, 0.34, 0.03, -0.84, 0.84, -0.79, -0.48, 0.38, 0.38, 0.46, -0.45, 0.27, 0.35, -0.30, 1.90, -0.77, -0.61, 0.14, 0.32, -0.92, -0.51, 0.19, 0.37, -0.76, 0.94, -0.73, -0.46, 0.49, 0.07, -0.54, 0.56, 0.19, 0.27, -0.17, -0.84, -0.30, -0.56, 0.25, 0.41, 0.16, 0.41, -0.23, 0.20, 0.24, 0.29, -0.59, -0.56, -0.53, 0.25, 0.36, -0.17, 0.33, 0.28, -1.18, 0.00, 1.47, -0.62, 0.48, 0.33, 0.25, 0.11, -0.72, 0.55, -0.23, -0.55, 1.26, -0.77, 0.63, -0.09, -0.03, 0.35, -0.49, 0.16, -0.70, -0.07, 0.18, -0.56, 0.25, 0.42, 0.31, 0.14, -0.12, 0.30, -0.85, 0.75, -0.03, 0.88, 0.50, 0.14, 0.06, -0.77, -0.36, -0.73],
  "e_tot_ev": -100255.2680,
  "lumo_energy_ev": 0.009
}

---

Across the entries above, energy above the lowest of the compared OMol25 structures with the same formula, charge and spin takes the values 2.537, 1.945, 1.549, 6.076, 0.000 eV, respectively.